Record 1
{
  "formula": "C6H8LiMgO6",
  "method": "the ωB97M-V functional and the def2-TZVPD basis",
  "species": ["Mg", "O", "O", "O", "O", "O", "O", "C", "C", "C", "C", "C", "C", "Li", "H", "H", "H", "H", "H", "H", "H", "H"],
  "coordinates": [[-2.134, -0.506, 1.180], [-0.369, -2.044, -0.597], [-0.690, 2.199, -0.414], [1.021, -2.608, 1.105], [1.671, -1.185, -0.504], [-0.155, -0.245, 1.479], [-2.448, 0.879, -0.191], [0.745, -1.875, 0.157], [-0.167, -1.452, -1.892], [-0.416, 2.168, 0.995], [1.092, -0.610, -1.685], [-1.778, 1.599, -0.980], [0.469, 1.019, 1.447], [0.590, -1.558, 2.642], [0.861, 0.443, -1.481], [-1.354, 2.179, 1.570], [-1.046, -0.847, -2.137], [1.358, 0.963, 0.795], [0.860, 1.323, 2.436], [1.814, -0.694, -2.502], [-0.035, -2.255, -2.624], [0.112, 3.108, 1.203]],
  "e_tot_ha": -892.50557,
  "homo_ev": [-5.719, -7.182],
  "multiplicity": 2,
  "charge": 0,
  "s2": 0.75
}

=====

Record 2
{
  "formula": "C6H8LiO6Pm",
  "method": "the ωB97M-V functional and the def2-TZVPD basis",
  "species": ["Pm", "O", "O", "O", "O", "O", "O", "C", "C", "C", "C", "C", "C", "Li", "H", "H", "H", "H", "H", "H", "H", "H"],
  "coordinates": [[-0.137, 1.464, 0.525], [3.050, -1.455, 0.239], [-1.686, -2.066, -0.399], [1.798, 0.228, -0.313], [-1.636, 0.876, -0.874], [-0.318, -0.783, 0.818], [-2.527, -0.517, 1.022], [-1.501, -1.065, 0.321], [3.919, -0.312, 0.433], [-2.975, 1.160, -0.617], [1.818, -1.108, -0.055], [3.103, 0.839, -0.120], [-3.568, -0.007, 0.183], [0.206, -2.324, -0.720], [-4.415, 0.279, 0.817], [-3.869, -0.808, -0.507], [-3.557, 1.270, -1.551], [-3.116, 2.095, -0.040], [3.361, 1.241, -1.104], [4.093, -0.212, 1.510], [3.112, 1.705, 0.549], [4.846, -0.497, -0.116]],
  "e_tot_ha": -1300.53768,
  "homo_ev": [-9.182, -12.702],
  "multiplicity": 6,
  "charge": 1,
  "s2": 8.76
}

=====

Record 3
{
  "formula": "C6H8LiO6V",
  "method": "the ωB97M-V functional and the def2-TZVPD basis",
  "species": ["V", "O", "O", "O", "O", "O", "O", "C", "C", "C", "C", "C", "C", "Li", "H", "H", "H", "H", "H", "H", "H", "H"],
  "coordinates": [[2.314, 2.478, 0.129], [1.943, 0.517, 0.669], [-2.176, 1.284, -0.753], [-0.128, -0.004, -0.089], [-2.014, -1.035, -0.569], [1.771, -0.496, -1.316], [1.094, 1.651, -1.065], [1.121, 0.444, -0.522], [-2.655, -0.542, 0.627], [-1.134, -0.142, -1.086], [-2.989, 0.926, 0.331], [2.292, -1.485, -0.447], [2.726, -0.674, 0.783], [-0.690, 2.085, -1.574], [2.495, -1.181, 1.727], [3.128, -1.983, -0.949], [1.516, -2.223, -0.194], [-2.837, 1.517, 1.252], [-1.965, -0.610, 1.478], [-3.552, -1.153, 0.779], [3.787, -0.398, 0.753], [-4.048, 1.024, 0.036]],
  "e_tot_ha": -1636.27744,
  "homo_ev": [-7.006, -7.129],
  "multiplicity": 5,
  "charge": 0,
  "s2": 6.00
}

=====

Record 4
{
  "formula": "C6H8LiO6Yb",
  "method": "the ωB97M-V functional and the def2-TZVPD basis",
  "species": ["Yb", "O", "O", "O", "O", "O", "O", "C", "C", "C", "C", "C", "C", "Li", "H", "H", "H", "H", "H", "H", "H", "H"],
  "coordinates": [[2.581, 2.909, 0.021], [-2.092, 1.205, -0.707], [1.889, 0.567, 0.650], [1.023, 1.598, -1.141], [-0.164, -0.042, -0.086], [1.739, -0.548, -1.285], [-2.080, -1.048, -0.662], [2.279, -1.480, -0.368], [-1.223, -0.058, -1.086], [-2.866, 0.883, 0.434], [2.697, -0.599, 0.819], [-2.747, -0.645, 0.545], [1.058, 0.417, -0.536], [-0.704, 1.927, -1.842], [2.484, -1.064, 1.788], [3.753, -0.305, 0.770], [-3.905, 1.200, 0.261], [-3.722, -1.147, 0.567], [-2.148, -0.929, 1.421], [1.517, -2.218, -0.073], [-2.493, 1.366, 1.351], [3.123, -1.990, -0.842]],
  "e_tot_ha": -1850.77906,
  "homo_ev": [-8.749, -11.730],
  "multiplicity": 3,
  "charge": 1,
  "s2": 2.00
}

=====

Record 5
{
  "formula": "C6H8N",
  "method": "the ωB97M-V functional and the def2-TZVPD basis",
  "species": ["N", "C", "C", "C", "C", "C", "C", "H", "H", "H", "H", "H", "H", "H", "H"],
  "coordinates": [[-1.259, 0.817, -0.581], [-1.656, 1.710, -1.294], [1.888, 0.036, -0.309], [-1.783, -1.107, 0.826], [-0.887, -0.092, 0.213], [2.975, 0.403, -0.824], [0.609, -0.466, 0.258], [-1.758, -0.936, 1.852], [-2.874, -0.828, 0.538], [-1.844, 2.742, -1.079], [3.602, 1.080, -0.283], [0.681, -1.603, 0.615], [3.329, 0.284, -1.841], [0.618, 0.141, 1.266], [-1.641, -2.180, 0.642]],
  "e_tot_ha": -287.66922,
  "homo_ev": [-12.326, -11.834],
  "charge": 1
}

=====

Record 6
{
  "formula": "C6H8N",
  "method": "the ωB97M-V functional and the def2-TZVPD basis",
  "species": ["N", "C", "C", "C", "C", "C", "C", "H", "H", "H", "H", "H", "H", "H", "H"],
  "coordinates": [[-0.806, -0.782, -0.256], [-1.609, -1.609, 0.100], [1.707, -0.336, 0.133], [-1.062, 0.660, -0.358], [1.361, 1.024, 0.293], [2.134, -1.442, -0.028], [0.086, 1.567, -0.114], [-0.028, 2.643, 0.101], [1.459, 1.363, 1.438], [-2.001, 1.115, 0.347], [-1.425, -2.638, -0.114], [2.261, 1.526, -0.314], [-2.724, -1.343, 0.425], [-1.483, 0.706, -1.414], [2.131, -2.454, -0.240]],
  "e_tot_ha": -287.68099,
  "homo_ev": -13.335,
  "charge": 1
}

=====

Record 7
{
  "formula": "C6H8N",
  "method": "the ωB97M-V functional and the def2-TZVPD basis",
  "species": ["N", "C", "C", "C", "C", "C", "C", "H", "H", "H", "H", "H", "H", "H", "H"],
  "coordinates": [[0.923, -0.688, -0.584], [-0.346, -1.063, 0.071], [0.479, 0.780, -0.654], [-0.909, 0.378, 0.029], [-2.367, 0.571, -0.194], [2.043, -0.174, 0.214], [1.679, 1.133, 0.127], [-0.061, -1.353, 1.026], [-0.704, 1.029, 0.899], [-0.863, -1.771, -0.408], [1.961, 2.049, 0.387], [1.039, -1.306, -1.372], [-2.888, -0.362, -0.407], [-2.765, 1.444, 0.061], [2.778, -0.665, 0.805]],
  "e_tot_ha": -287.65707,
  "homo_ev": [-12.795, -13.513],
  "charge": 1
}

=====

Record 8
{
  "formula": "C6H8N",
  "method": "the ωB97M-V functional and the def2-TZVPD basis",
  "species": ["N", "C", "C", "C", "C", "C", "C", "H", "H", "H", "H", "H", "H", "H", "H"],
  "coordinates": [[0.568, 1.346, -0.088], [-0.734, -1.713, -0.813], [-0.649, -0.104, 0.672], [-0.699, -1.552, 0.526], [-0.411, 0.407, -0.770], [0.525, 0.493, 1.203], [-0.570, -0.578, -1.622], [-0.901, -2.699, -1.253], [-0.691, -2.346, 1.275], [1.399, -0.276, 1.081], [-1.541, 0.326, 0.878], [-0.474, -0.589, -2.708], [1.566, 1.396, -0.470], [0.516, 0.894, 2.189], [0.115, 2.253, -0.206]],
  "e_tot_ha": -287.76744,
  "homo_ev": -13.284,
  "smiles": "C1=C[C@H]2C[NH2+]C2=C1",
  "charge": 1
}

=====

Record 9
{
  "formula": "C6H8N2",
  "method": "the ωB97M-V functional and the def2-TZVPD basis",
  "species": ["N", "N", "C", "C", "C", "C", "C", "C", "H", "H", "H", "H", "H", "H", "H", "H"],
  "coordinates": [[0.168, 1.323, -0.199], [0.022, -0.846, 0.281], [2.294, -1.310, -0.345], [-2.062, 0.264, -0.152], [-2.656, -0.983, -0.006], [-0.605, 0.336, -0.151], [1.323, -0.447, 0.187], [1.409, 1.059, 0.244], [-2.747, 1.253, -0.027], [-2.298, -1.914, 0.125], [-3.739, -0.709, 0.155], [3.286, -0.868, -0.340], [2.211, -2.337, -0.106], [1.474, 1.469, 1.256], [-0.351, 2.341, -0.477], [2.271, 1.369, -0.447]],
  "e_tot_ha": -342.78305,
  "homo_ev": -7.320,
  "smiles": "C=CC1=NC(=C)CN1",
  "charge": 0
}

=====

Record 10
{
  "formula": "C6H8N2",
  "method": "the ωB97M-V functional and the def2-TZVPD basis",
  "species": ["N", "N", "C", "C", "C", "C", "C", "C", "H", "H", "H", "H", "H", "H", "H", "H"],
  "coordinates": [[-0.456, 0.743, 0.166], [-0.973, -2.169, -1.730], [-0.236, -0.981, -1.038], [1.076, -0.481, -0.940], [-1.154, -0.251, -0.354], [1.306, 1.400, 1.254], [0.841, 0.490, 0.031], [-0.366, 1.386, 1.483], [-0.780, 0.906, 2.284], [1.635, 0.605, 1.901], [-1.683, -2.514, -0.895], [2.039, 2.165, 0.794], [-0.090, -2.744, -2.497], [1.904, -0.999, -1.184], [-0.852, 2.461, 1.518], [-2.212, -0.016, -0.793]],
  "e_tot_ha": -342.71481,
  "homo_ev": -7.492,
  "charge": 0
}

=====

Record 11
{
  "formula": "C6H8N2",
  "method": "the ωB97M-V functional and the def2-TZVPD basis",
  "species": ["N", "N", "C", "C", "C", "C", "C", "C", "H", "H", "H", "H", "H", "H", "H", "H"],
  "coordinates": [[2.694, 0.565, -0.181], [0.720, 1.574, -0.091], [-2.516, 0.878, -0.223], [1.744, -0.459, -0.154], [2.030, -1.787, -0.174], [-1.685, -0.317, -0.183], [0.519, 0.258, -0.152], [2.021, 1.743, -0.126], [-2.997, 1.039, -1.194], [3.690, 0.442, -0.212], [-3.310, 0.772, 0.527], [-1.721, -1.098, -0.923], [3.049, -2.130, -0.232], [-1.932, 1.758, 0.045], [2.509, 2.699, -0.148], [1.245, -2.514, -0.125]],
  "e_tot_ha": -342.71893,
  "homo_ev": [-6.753, -8.418],
  "charge": 0
}

=====

Record 12
{
  "formula": "C6H8N2",
  "method": "the ωB97M-V functional and the def2-TZVPD basis",
  "species": ["N", "N", "C", "C", "C", "C", "C", "C", "H", "H", "H", "H", "H", "H", "H", "H"],
  "coordinates": [[0.198, 0.669, -0.366], [-1.871, -0.669, -0.097], [-0.651, -0.411, -0.296], [0.709, -0.673, -0.596], [2.835, -0.134, 0.180], [-2.896, 0.273, 0.179], [2.562, 1.064, 0.396], [1.834, -1.147, -0.143], [-2.834, 1.093, -0.481], [-0.061, 1.567, -0.963], [4.030, -0.310, 0.169], [2.686, 1.995, 0.761], [-2.667, 0.850, 1.219], [-3.902, -0.226, 0.300], [-2.033, -1.714, 0.009], [2.060, -2.228, -0.272]],
  "e_tot_ha": -342.00182,
  "homo_ev": [-19.199, -19.199],
  "charge": 2
}